No. 1
Density functional theory data (ωB97M-V/def2-TZVPD) for C26H33CaN2O3Si2 as an isolated structure.

Its charge is -1. The HOMO energy comes out at -3.27 eV. As for the LUMO energy: 2.52 eV.

Geometry (Å):
Ca: 0.512 0.861 0.117
O: -0.119 -1.109 -0.928
C: 0.929 -1.883 -1.601
C: 2.211 -0.995 -1.659
O: 3.130 -1.447 -2.320
O: 2.162 0.076 -0.966
C: 1.162 -3.116 -0.734
C: 0.108 -4.011 -0.557
C: 0.212 -5.078 0.318
C: 1.389 -5.274 1.030
C: 2.449 -4.400 0.849
C: 2.341 -3.328 -0.030
C: 0.469 -2.200 -3.015
C: 0.808 -3.399 -3.628
C: 0.417 -3.655 -4.936
C: -0.314 -2.714 -5.643
C: -0.642 -1.505 -5.042
C: -0.248 -1.249 -3.737
H: -0.900 -1.663 -0.830
H: -0.812 -3.881 -1.121
H: -0.625 -5.753 0.447
H: 1.474 -6.100 1.724
H: 3.369 -4.543 1.401
H: 3.176 -2.654 -0.167
H: 1.394 -4.133 -3.091
H: 0.692 -4.594 -5.400
H: -0.620 -2.918 -6.662
H: -1.199 -0.755 -5.590
H: -0.498 -0.298 -3.284
C: 0.413 -0.103 5.158
Si: 0.580 -0.222 3.297
C: -0.186 -1.873 2.824
C: 2.421 -0.436 2.963
N: -0.026 0.990 2.279
C: -0.685 2.207 2.514
C: -0.994 2.656 3.804
C: -1.650 3.855 4.075
C: -2.026 4.666 3.023
C: -1.735 4.254 1.723
C: -1.080 3.059 1.403
N: -0.800 2.684 0.070
Si: -1.235 3.626 -1.275
C: -3.077 3.876 -1.514
C: -0.676 2.692 -2.818
C: -0.398 5.302 -1.375
H: 0.871 -1.000 5.587
H: -0.631 -0.064 5.480
H: 0.926 0.771 5.567
H: 0.201 -2.701 3.426
H: 0.021 -2.113 1.775
H: -1.273 -1.833 2.947
H: 2.853 -1.274 3.521
H: 2.963 0.475 3.237
H: 2.622 -0.622 1.901
H: -0.705 2.031 4.639
H: -1.855 4.138 5.102
H: -2.537 5.607 3.193
H: -2.037 4.908 0.912
H: -3.562 2.894 -1.520
H: -3.285 4.364 -2.472
H: -3.541 4.467 -0.722
H: -1.350 1.858 -3.040
H: 0.341 2.291 -2.727
H: -0.677 3.357 -3.688
H: -0.663 5.969 -0.553
H: -0.639 5.805 -2.318
H: 0.686 5.152 -1.339



No. 2
Density functional theory data (ωB97M-V/def2-TZVPD) for C26H33ClN2O2Y as an isolated structure.

Its charge is -1. The HOMO energy (alpha / beta) comes out at -1.04 / -0.05 eV. As for the LUMO energy (alpha / beta): 2.53 / 2.56 eV.

Geometry (Å):
Y: -0.671 -0.026 0.239
Cl: -1.031 1.345 -1.800
N: -0.441 -1.896 -1.388
N: -0.035 2.213 1.347
C: 0.323 -2.948 -1.112
C: 1.040 2.283 2.107
C: -0.965 -2.130 -2.764
C: -0.840 -3.643 -2.903
C: -0.042 -1.497 -3.794
C: -2.382 -1.620 -2.940
H: 0.984 -1.881 -3.693
H: -0.037 -0.409 -3.694
H: -0.401 -1.776 -4.791
H: -3.021 -2.049 -2.164
H: -2.747 -1.939 -3.927
H: -2.392 -0.527 -2.872
C: -0.613 3.598 1.279
C: 0.287 4.398 2.220
C: -2.045 3.630 1.770
C: -0.485 4.206 -0.104
H: 0.552 4.119 -0.447
H: -0.748 5.272 -0.038
H: -1.127 3.702 -0.828
H: -2.088 3.188 2.772
H: -2.710 3.078 1.096
H: -2.369 4.678 1.838
O: 1.337 3.473 2.607
H: -0.222 4.734 3.132
H: 0.764 5.264 1.743
O: 0.184 -3.988 -1.919
H: -0.494 -3.976 -3.888
H: -1.763 -4.174 -2.638
C: 1.361 -3.014 -0.042
C: 1.971 1.162 2.448
C: 2.351 0.389 1.211
H: 1.429 0.504 3.146
H: 2.833 1.581 2.980
C: 1.588 -0.674 0.806
C: 2.071 -1.684 0.015
H: -3.196 0.502 -0.074
C: 3.177 -1.375 -0.811
C: 3.828 -0.151 -0.619
C: 3.641 -2.369 -1.823
C: 3.451 0.734 0.397
H: 4.676 0.103 -1.261
C: 4.194 2.000 0.665
H: 4.928 2.170 -0.128
H: 4.708 1.959 1.637
H: 3.524 2.869 0.690
H: 3.863 -3.342 -1.363
H: 4.543 -1.995 -2.312
H: 2.890 -2.543 -2.605
H: 2.031 -3.856 -0.251
H: 0.836 -3.219 0.903
C: -3.344 -2.103 2.856
C: -2.846 -0.825 3.118
C: -2.802 0.137 2.081
C: -3.221 -0.223 0.768
C: -3.737 -1.521 0.530
C: -3.761 -2.458 1.562
H: -3.456 -2.821 3.672
H: -2.541 -0.547 4.132
H: -2.532 1.178 2.305
H: -4.137 -1.798 -0.453
H: -4.119 -3.472 1.371



No. 3
Density functional theory data (ωB97M-V/def2-TZVPD) for C26H33ClNV as an isolated structure.

Its charge is +1. The HOMO energy (alpha / beta) comes out at -9.66 / -9.81 eV. As for the LUMO energy (alpha / beta): -4.00 / -4.04 eV. The spin multiplicity is 2.

Geometry (Å):
C: -0.412 2.432 0.508
C: -1.354 1.701 -0.297
C: -0.680 1.287 -1.514
C: 0.678 1.773 -1.442
C: 0.853 2.430 -0.170
V: 0.221 0.441 0.089
C: 2.069 -2.262 -0.986
C: 2.098 -1.388 0.092
H: 2.107 -1.816 1.137
C: 2.520 0.007 -0.079
H: 3.096 0.129 -1.028
H: 3.036 0.444 0.823
C: 1.806 -3.750 -0.720
H: 1.352 -4.055 0.245
H: 1.293 -4.338 -1.498
H: 2.872 -4.013 -0.697
C: 1.772 -1.763 -2.376
H: 1.191 -0.843 -2.557
H: 2.833 -1.566 -2.607
H: 1.383 -2.513 -3.081
C: -2.780 1.527 0.044
H: -2.916 1.240 1.098
H: -3.341 2.450 -0.139
H: -3.236 0.745 -0.564
C: -1.307 0.610 -2.675
H: -2.076 -0.089 -2.350
H: -1.803 1.342 -3.326
H: -0.582 0.035 -3.262
C: 1.656 1.804 -2.565
H: 1.362 1.126 -3.375
H: 1.715 2.820 -2.988
H: 2.664 1.539 -2.229
C: 2.055 3.188 0.268
H: 2.970 2.767 -0.158
H: 1.989 4.241 -0.045
H: 2.147 3.178 1.361
C: -0.760 3.252 1.705
H: 0.118 3.425 2.339
H: -1.140 4.236 1.384
H: -1.543 2.775 2.309
C: -1.724 -1.075 -0.415
C: -1.066 -2.325 -0.602
C: -3.060 -1.482 -0.287
C: -1.289 -2.917 -1.906
H: -0.117 -2.955 -0.209
C: -3.452 -2.412 -1.291
H: -3.642 -1.296 0.644
C: -2.642 -3.022 -2.189
H: -0.553 -3.582 -2.481
H: -4.481 -2.552 -1.313
H: -2.999 -3.577 -3.052
Cl: -2.541 -0.471 4.913
C: -1.017 -0.103 4.229
C: 0.070 0.239 5.033
C: 1.258 0.602 4.403
C: 1.324 0.624 3.012
N: 0.278 0.244 2.242
C: -0.894 -0.122 2.834
H: -0.034 0.219 6.112
H: 2.148 0.879 4.961
H: 2.231 0.954 2.501
H: -1.721 -0.420 2.188



Which of these has the highest charge?
C26H33ClNV